[1]
ORCA calculation (wB97M-V/def2-TZVPD) on 3 unconnected molecules or ions with the total composition CH5P in a non-equilibrium geometry.

E_HOMO: -0.3557 Eh
E_tot: -382.3346 Ha
Frontier orbital gap: 0.35668 hartree
Total charge: 0
LUMO energy: 0.03 eV
Spin multiplicity: 1

Element x y z (Å)
C 0.197 -0.651 -0.667
P 1.152 0.744 -0.821
H 0.540 -1.227 0.125
H -0.812 -0.721 -1.047
H -1.446 1.032 0.853
H -1.787 0.678 1.597
H 2.156 0.144 -0.040

=====

[2]
ORCA calculation (wB97M-V/def2-TZVPD) on 7 unconnected molecules or ions with the total composition C5H25N2O7 in a non-equilibrium geometry.

E_HOMO: -0.2040 Eh
E_tot: -841.7618 Ha
Frontier orbital gap: 0.31554 hartree
Total charge: -1
LUMO energy: 3.03 eV
Spin multiplicity: 1

Element x y z (Å)
C 1.986 -1.013 0.273
O 2.111 -2.254 -0.351
C 0.637 -0.933 1.040
C -0.417 -0.195 0.187
C -1.658 0.209 0.978
C -1.506 1.515 1.773
N -1.161 2.718 0.932
N 0.138 -2.310 1.369
H 2.131 -0.195 -0.461
H 2.822 -0.988 0.971
H 0.758 -0.412 1.970
H -0.768 -0.838 -0.623
H 0.010 0.687 -0.402
H -1.979 -0.579 1.635
H -2.539 0.354 0.248
H -2.468 1.767 2.259
H -0.724 1.361 2.568
H -1.556 2.615 0.030
H -0.160 2.802 0.841
H -0.311 -2.767 0.592
H 0.940 -2.857 1.538
H 0.657 0.689 -2.445
H 1.908 1.642 -2.763
O 1.282 1.596 -2.133
H -0.447 2.444 -2.091
H -1.265 1.159 -2.311
O -1.367 2.135 -2.122
H -0.137 -1.548 -2.288
H -0.294 -0.226 -3.698
O -0.271 -0.224 -2.788
H 1.362 -2.449 -1.002
H 0.029 -3.044 -2.783
O 0.006 -2.562 -1.970
H 1.689 2.188 -0.630
H 2.038 1.592 0.761
O 1.916 2.416 0.318
H -1.327 -0.725 3.665
H -0.823 -2.086 3.048
O -1.243 -1.685 3.864

=====

[3]
ORCA calculation (wB97M-V/def2-TZVPD) on a gas-phase ion, C24H41BFO9S2 (charge -1) in a non-equilibrium geometry.

E_HOMO: -0.1658 Eh
E_tot: -2537.1744 Ha
Frontier orbital gap: 0.24133 hartree
Total charge: -1
LUMO energy: 2.06 eV
Spin multiplicity: 1

Element x y z (Å)
C -4.979 -0.604 -1.995
C -4.153 -0.662 -1.095
C -2.977 -0.840 -0.028
B -3.566 0.094 1.199
O -2.914 0.232 2.462
O -4.817 0.805 1.097
C -4.607 2.182 0.728
C -4.454 3.163 1.985
C -1.621 -0.333 -0.678
C -0.998 0.936 0.105
C -1.815 0.230 -2.185
C -0.462 0.751 -2.860
C -0.238 2.330 -2.785
C 1.341 2.584 -2.971
C 2.191 2.211 -1.687
C 3.775 2.146 -1.968
C 4.441 1.756 -0.546
C 5.565 0.652 -0.668
C 6.215 0.192 0.715
C 5.321 0.437 1.991
O 5.302 1.802 2.450
C 4.096 2.060 3.202
O -0.513 -1.244 -0.729
S -0.676 -2.646 -1.619
O -0.172 -2.384 -2.999
O -2.296 -3.028 -1.905
C -2.979 -3.485 -0.718
S -4.682 -3.997 -1.349
C -2.423 -4.894 -0.146
O -3.061 -5.465 0.776
O -1.371 -5.516 -0.649
C -3.113 -2.351 0.460
F -4.555 -2.415 0.716
O -2.611 -2.730 1.694
C -1.286 -2.386 2.062
C -0.178 -3.526 1.848
C 1.233 -2.796 2.165
H -5.964 -0.723 -2.518
H -2.732 1.171 2.653
H -3.761 2.267 -0.018
H -5.563 2.513 0.201
H -4.604 2.623 2.977
H -5.232 3.995 1.971
H -3.440 3.672 1.999
H 0.035 1.197 -0.303
H -0.769 0.686 1.194
H -1.617 1.869 -0.021
H -2.183 -0.585 -2.890
H -2.505 1.139 -2.202
H 0.475 0.258 -2.482
H -0.521 0.497 -3.971
H -0.648 2.819 -1.856
H -0.758 2.778 -3.689
H 1.433 3.719 -3.093
H 1.747 2.140 -3.925
H 1.938 1.187 -1.256
H 2.013 3.027 -0.908
H 4.182 3.110 -2.387
H 4.012 1.312 -2.709
H 3.604 1.440 0.158
H 4.852 2.722 -0.124
H 5.249 -0.283 -1.218
H 6.414 1.106 -1.282
H 6.371 -0.936 0.651
H 7.244 0.626 0.913
H 4.240 0.136 1.778
H 5.643 -0.208 2.879
H 4.097 1.411 4.143
H 4.027 3.142 3.527
H 3.161 1.797 2.620
H -4.541 -5.266 -1.863
H -0.916 -1.362 1.728
H -1.303 -2.272 3.204
H -0.099 -3.888 0.788
H -0.260 -4.353 2.610
H 1.489 -2.840 3.262
H 2.056 -3.214 1.497
H 1.172 -1.690 1.885

=====

[4]
ORCA calculation (wB97M-V/def2-TZVPD) on C14H9N3O6S3 in the gas phase in a non-equilibrium geometry.

E_HOMO: -0.3316 Eh
E_tot: -2349.0359 Ha
Frontier orbital gap: 0.23027 hartree
Total charge: 0
LUMO energy: -2.76 eV
Spin multiplicity: 1

Element x y z (Å)
N -6.489 3.407 -0.108
O -6.066 0.676 1.540
O -4.673 1.809 3.203
O 1.676 -4.207 -0.616
O 3.404 -4.040 0.991
O -4.091 -0.446 2.527
N 0.536 1.051 -1.168
N -5.433 2.936 -0.098
O 1.116 -2.951 1.391
S -0.142 -1.384 -0.448
C -0.488 0.292 -0.931
C 2.960 1.017 -0.856
C -3.311 2.769 -1.152
C -2.063 2.207 -1.382
C 4.092 0.229 -0.654
C -2.534 0.679 0.386
C 1.725 0.419 -0.824
C -4.141 2.345 -0.160
C 1.575 -0.934 -0.476
C -1.706 1.058 -0.716
C 3.955 -1.118 -0.390
C -3.717 1.286 0.655
C 2.706 -1.701 -0.225
C 5.249 -1.861 -0.127
S -4.731 0.797 2.117
S 2.319 -3.316 0.335
H 1.063 -3.760 1.961
H 3.126 2.066 -1.074
H -3.577 3.534 -1.921
H -1.619 2.569 -2.313
H 5.067 0.778 -0.631
H -2.436 -0.140 1.076
H 5.262 -2.030 1.005
H 5.315 -2.809 -0.597
H 6.071 -1.228 -0.319

=====

[5]
ORCA calculation (wB97M-V/def2-TZVPD) on a molecular structure, C7H13NO in a non-equilibrium geometry.

E_HOMO: -0.2825 Eh
E_tot: -404.4326 Ha
Frontier orbital gap: 0.31509 hartree
Total charge: 0
LUMO energy: 0.89 eV
Spin multiplicity: 1

Element x y z (Å)
C -1.501 -0.228 0.634
C 0.580 -1.172 1.604
C 0.324 1.576 -1.197
C 2.160 -0.010 -0.516
C -0.035 -0.175 0.655
C 0.715 0.384 -0.364
N -2.245 0.936 0.272
C -1.082 -1.148 -0.806
O -0.872 -2.330 -0.888
H -1.916 -0.871 1.414
H -1.971 1.753 0.809
H -3.240 0.781 0.354
H -1.489 -0.487 -1.576
H 0.060 -1.183 2.560
H 1.627 -0.978 1.827
H 0.527 -2.179 1.171
H 0.547 1.378 -2.250
H 0.919 2.447 -0.900
H -0.729 1.817 -1.133
H 2.239 -1.067 -0.796
H 2.647 0.601 -1.273
H 2.734 0.152 0.399

=====

[6]
ORCA calculation (wB97M-V/def2-TZVPD) on C22H26N2O2S in the gas phase.

E_HOMO: -0.3193 Eh
E_tot: -1512.1789 Ha
Frontier orbital gap: 0.34463 hartree
Total charge: 0
LUMO energy: 0.69 eV
SMILES: CCCCNC(=O)[C@H](CSCc1ccccc1)N1Cc2ccccc2C1=O
Spin multiplicity: 1

Element x y z (Å)
C -0.920 -4.700 0.594
C -1.913 -3.721 1.208
C -3.082 -3.388 0.278
C -2.650 -2.699 -1.017
N -1.919 -1.479 -0.754
C -0.616 -1.325 -1.052
O 0.044 -2.147 -1.654
C -0.070 0.035 -0.588
C -0.516 1.098 -1.595
S -0.083 2.795 -1.092
C -0.847 2.894 0.577
C -2.202 2.269 0.620
C -2.470 1.252 1.532
C -3.705 0.625 1.539
C -4.684 1.006 0.636
C -4.429 2.028 -0.264
C -3.196 2.655 -0.272
N 1.344 0.027 -0.362
C 2.343 -0.273 -1.362
C 3.615 -0.169 -0.585
C 4.924 -0.350 -0.984
C 5.927 -0.181 -0.040
C 5.630 0.162 1.272
C 4.318 0.345 1.676
C 3.319 0.175 0.734
C 1.858 0.299 0.871
O 1.190 0.585 1.849
H -0.178 -4.991 1.333
H -0.398 -4.250 -0.246
H -1.431 -5.597 0.249
H -2.320 -4.149 2.127
H -1.389 -2.801 1.479
H -3.611 -4.306 0.015
H -3.783 -2.737 0.806
H -1.989 -3.343 -1.599
H -3.534 -2.463 -1.620
H -2.389 -0.786 -0.188
H -0.508 0.256 0.392
H -0.028 0.952 -2.558
H -1.597 1.050 -1.735
H -0.165 2.425 1.288
H -0.891 3.966 0.774
H -1.710 0.959 2.243
H -3.901 -0.162 2.253
H -5.645 0.512 0.638
H -5.193 2.336 -0.963
H -2.991 3.445 -0.980
H 2.310 0.456 -2.181
H 2.175 -1.272 -1.778
H 5.164 -0.617 -2.002
H 6.958 -0.319 -0.331
H 6.433 0.287 1.984
H 4.069 0.612 2.692

=====

[7]
ORCA calculation (wB97M-V/def2-TZVPD) on a molecular structure, C10H26O4Tl in a non-equilibrium geometry.

E_HOMO (spin up / spin down): -0.2199 / -0.2180 Eh
E_tot: -869.8126 Ha
Frontier orbital gap (spin up / spin down): 0.21391 / 0.12191 hartree
Total charge: 0
LUMO energy (spin up / spin down): -0.16 / -2.61 eV
Spin multiplicity: 2

Element x y z (Å)
Tl 1.874 0.832 0.104
C 2.128 2.987 5.067
C 1.350 1.933 4.169
O 1.800 1.954 2.863
H 3.172 3.148 4.800
H 2.059 2.746 6.128
H 1.759 3.995 4.877
H 1.381 0.968 4.675
H 0.333 2.290 4.001
C 1.514 2.674 -4.819
C 0.799 1.528 -3.990
O 0.805 1.519 -2.605
H 1.157 3.701 -4.745
H 1.366 2.526 -5.889
H 2.593 2.770 -4.707
H 1.253 0.644 -4.438
H -0.248 1.458 -4.285
C 0.491 -2.255 -2.870
C -0.126 -2.402 -1.523
C -0.155 -3.890 -1.167
O 0.771 -1.826 -0.682
H 0.667 -3.201 -3.381
H 1.446 -1.731 -2.922
H -0.207 -1.670 -3.470
H -1.117 -1.950 -1.478
H -0.921 -4.284 -1.835
H -0.407 -4.163 -0.142
H 0.847 -4.318 -1.129
H 1.664 -2.107 -0.894
C -3.127 0.611 1.911
C -1.836 -0.125 1.849
C -2.182 -1.633 1.755
O -0.962 0.281 0.890
H -3.611 0.531 0.938
H -2.949 1.665 2.127
H -3.706 0.218 2.746
H -1.432 -0.065 2.859
H -1.209 -2.117 1.665
H -2.801 -1.695 0.860
H -2.750 -2.101 2.559
H -1.482 0.553 0.130

=====

[8]
ORCA calculation (wB97M-V/def2-TZVPD) on a molecular structure, C20H46FN6O3P2PdSi2 in a non-equilibrium geometry.

E_HOMO (spin up / spin down): -0.3896 / -0.4261 Eh
E_tot: -2833.3444 Ha
Frontier orbital gap (spin up / spin down): 0.32425 / 0.20840 hartree
Total charge: +1
LUMO energy (spin up / spin down): -1.78 / -5.92 eV
Spin multiplicity: 5

Element x y z (Å)
Pd -0.560 -0.173 -0.581
C 2.293 -1.434 -2.964
N 2.817 -0.921 -1.708
C 4.182 -0.439 -1.791
P 2.227 -1.534 -0.280
O 0.817 -1.922 -0.383
O 2.480 -0.305 0.754
P 1.562 1.012 0.942
O 0.953 1.464 -0.315
N 2.614 2.170 1.518
C 3.451 1.939 2.681
C 3.315 2.910 0.478
N 0.422 0.517 2.054
C 0.824 -0.243 3.227
C -0.624 1.487 2.369
N 3.086 -2.699 0.543
C 2.842 -4.076 0.153
C 4.399 -2.453 1.102
H 2.319 -0.634 -3.705
H 1.263 -1.759 -2.826
H 2.882 -2.273 -3.343
H 4.216 0.387 -2.502
H 4.872 -1.218 -2.132
H 4.506 -0.083 -0.815
H 2.899 1.415 3.453
H 3.764 2.909 3.070
H 4.348 1.362 2.436
H 2.678 2.954 -0.401
H 4.263 2.433 0.213
H 3.516 3.920 0.832
H 1.656 -0.898 2.976
H -0.023 -0.844 3.560
H 1.110 0.419 4.050
H -0.772 2.152 1.519
H -0.358 2.085 3.247
H -1.552 0.946 2.575
H 1.877 -4.125 -0.344
H 2.803 -4.705 1.043
H 3.620 -4.457 -0.514
H 4.480 -1.408 1.389
H 5.202 -2.702 0.400
H 4.516 -3.070 1.993
C 0.344 1.418 -3.158
Si -1.212 2.360 -2.557
C -0.807 4.137 -1.953
C -2.416 2.321 -4.043
N -1.822 1.477 -1.181
C -3.058 1.388 -0.711
C -4.066 2.328 -1.015
C -5.351 2.173 -0.554
C -5.685 1.063 0.230
C -4.726 0.144 0.581
C -3.389 0.271 0.151
N -2.431 -0.587 0.496
Si -2.659 -2.122 1.297
C -1.052 -3.124 1.438
C -3.874 -3.178 0.257
C -3.246 -1.807 3.102
H 0.335 1.325 -4.239
H 0.343 0.408 -2.737
H 1.261 1.914 -2.863
H -0.364 4.725 -2.750
H -0.105 4.112 -1.123
H -1.699 4.661 -1.619
H -1.993 2.866 -4.879
H -3.388 2.746 -3.829
H -2.571 1.294 -4.360
H -3.787 3.183 -1.609
H -6.104 2.908 -0.793
H -6.700 0.935 0.573
H -4.988 -0.707 1.187
H -0.771 -3.512 0.465
H -1.213 -3.968 2.100
H -0.217 -2.548 1.822
H -3.616 -3.088 -0.795
H -4.912 -2.881 0.369
H -3.799 -4.225 0.534
H -2.412 -1.615 3.770
H -3.746 -2.697 3.467
H -3.939 -0.978 3.203
F -1.347 -1.227 -2.241

=====

[9]
ORCA calculation (wB97M-V/def2-TZVPD) on 9 unconnected molecules or ions with the total composition H18O9.

E_HOMO: -0.3901 Eh
E_tot: -687.9327 Ha
Frontier orbital gap: 0.35559 hartree
Total charge: 0
LUMO energy: -0.94 eV
SMILES: O.O.O.O.O.O.O.O.O
Spin multiplicity: 1

Element x y z (Å)
O 3.236 0.899 -1.199
H 2.739 0.843 -0.383
H 2.578 1.093 -1.868
O -1.587 2.742 2.209
H -1.572 2.539 3.145
H -2.015 1.986 1.807
O -3.213 0.836 0.741
H -4.113 0.811 0.417
H -3.002 -0.077 0.937
O 0.860 -1.684 1.785
H 1.186 -1.396 2.638
H -0.076 -1.829 1.922
O 0.369 2.369 -1.725
H 0.540 1.923 -0.896
H -0.511 2.086 -1.974
O 0.340 -0.009 -0.394
H -0.389 0.359 0.104
H 0.672 -0.719 0.156
O 1.762 -2.618 -1.554
H 0.868 -2.921 -1.714
H 1.697 -1.663 -1.565
O 2.665 -3.821 1.073
H 2.508 -4.043 0.156
H 2.217 -2.984 1.197
O -2.451 2.123 -1.719
H -2.416 1.583 -0.929
H -2.891 1.573 -2.367

=====

[10]
ORCA calculation (wB97M-V/def2-TZVPD) on a gas-phase ion, C3H8NS (charge +1) in a non-equilibrium geometry.

E_HOMO: -0.5143 Eh
E_tot: -571.7702 Ha
Frontier orbital gap: 0.33772 hartree
Total charge: +1
LUMO energy: -4.80 eV
SMILES: CC(=[NH2+])CS
Spin multiplicity: 1

Element x y z (Å)
C -1.481 -0.246 0.076
C -0.080 0.214 0.147
N 0.234 1.484 0.449
C 0.969 -0.764 -0.085
S 2.715 0.015 -0.012
H -2.296 0.229 0.591
H -1.500 -1.331 0.190
H -1.564 -0.064 -1.034
H -0.549 2.002 0.629
H 1.150 1.954 0.309
H 1.007 -1.447 0.775
H 0.841 -1.279 -1.033
H 3.132 0.256 -1.357

=====

[11]
ORCA calculation (wB97M-V/def2-TZVPD) on a molecular structure, C28H33AsN2O10P2Pd.

E_HOMO: -0.0304 Eh
E_tot: -4995.4314 Ha
Frontier orbital gap: 0.19852 hartree
Total charge: -2
LUMO energy: 4.58 eV
Spin multiplicity: 1

Element x y z (Å)
Pd -0.804 0.704 0.948
C -2.385 3.327 4.440
C -1.962 2.694 3.109
O -2.699 3.354 2.101
P -2.398 0.893 3.155
O -3.697 0.836 4.173
O -1.346 0.226 4.123
O -2.918 0.251 1.913
P -0.133 2.928 2.900
O 0.076 4.472 3.416
O 0.525 2.033 3.920
O 0.226 2.914 1.450
H -3.461 3.231 4.570
H -2.110 4.380 4.420
H -1.878 2.842 5.272
H -2.450 3.011 1.214
H -4.431 0.616 3.594
H -0.487 0.752 4.051
H 0.102 4.996 2.614
C 2.605 -2.694 5.187
C 2.319 -3.570 4.148
C 1.836 -3.085 2.938
C 1.628 -1.722 2.748
C 1.896 -0.851 3.803
C 2.388 -1.334 5.009
As 0.874 -0.935 1.103
C 0.579 -2.583 0.073
C 1.581 -3.445 -0.360
C 1.271 -4.568 -1.118
C -0.052 -4.841 -1.444
C -1.059 -3.986 -1.015
C -0.741 -2.859 -0.268
C 2.572 -0.398 0.272
C 3.550 0.252 1.025
C 4.687 0.769 0.420
C 4.861 0.654 -0.954
C 3.885 0.025 -1.713
C 2.746 -0.496 -1.109
H 2.978 -3.070 6.132
H 2.470 -4.636 4.279
H 1.609 -3.781 2.140
H 1.692 0.211 3.691
H 2.585 -0.640 5.817
H 2.616 -3.228 -0.117
H 2.061 -5.228 -1.457
H -0.295 -5.714 -2.038
H -2.090 -4.183 -1.283
H -1.506 -2.149 0.039
H 3.419 0.367 2.095
H 5.432 1.276 1.022
H 5.744 1.066 -1.430
H 3.999 -0.054 -2.788
H 1.971 -0.945 -1.711
C -2.877 -1.214 -4.015
C -1.741 -0.425 -4.660
C -1.382 0.834 -3.866
C -0.117 1.523 -4.440
C -0.158 1.863 -5.926
C -2.524 1.823 -3.939
O -3.138 2.064 -4.972
N -2.792 2.469 -2.783
C -2.264 2.163 -1.484
O -2.680 2.873 -0.583
N -1.417 1.141 -1.358
C -0.986 0.440 -2.419
O -0.224 -0.516 -2.329
H -3.122 -2.099 -4.604
H -3.780 -0.604 -3.939
H -2.593 -1.540 -3.014
H -2.026 -0.130 -5.671
H -0.845 -1.048 -4.714
H 0.714 0.844 -4.232
H 0.070 2.428 -3.856
H -0.209 0.961 -6.538
H 0.748 2.403 -6.208
H -1.021 2.480 -6.170
H -3.514 3.177 -2.796

=====

no.,M (g/mol)
1,48.0
2,225.3
3,567.5
4,411.4
5,127.2
6,382.5
7,414.7
8,662.2
9,162.1
10,90.2
11,800.9